Molecular formula: C90H190N10O10
Method: DFT, wB97M-V/def2-TZVPD

Structure (XYZ):
```
300
Properties=species:S:1:pos:R:3:lowdin_charge:R:1
C -0.607 -2.396 4.729 -0.044
C -1.037 -0.956 4.906 -0.476
C -2.435 -0.913 4.294 -0.159
C -3.134 0.387 4.555 -0.165
C -3.360 0.366 6.116 -0.109
C -2.058 0.317 6.941 -0.474
N -1.185 -0.724 6.364 -0.081
O 0.090 -0.893 7.052 -0.021
C -1.319 1.769 6.942 -0.016
C -2.348 -0.011 8.387 -0.043
C 0.034 -0.027 4.315 -0.010
H 0.276 -2.668 5.307 0.065
H -0.413 -2.612 3.678 0.072
H -1.241 -3.192 5.120 0.090
H -2.355 -1.153 3.234 0.107
H -3.046 -1.735 4.665 0.119
H -4.111 0.473 4.079 0.105
H -2.511 1.215 4.216 0.089
H -4.116 -0.368 6.394 0.116
H -3.865 1.322 6.254 0.109
H -1.872 2.547 7.469 0.071
H -0.321 1.631 7.358 0.075
H -1.222 2.223 5.956 0.044
H -2.657 0.900 8.901 0.085
H -3.011 -0.875 8.442 0.087
H -1.440 -0.285 8.924 0.075
H 1.089 -0.225 4.504 0.069
H -0.147 0.995 4.650 0.058
H -0.013 0.044 3.229 0.050
H -0.116 -1.640 7.619 0.093
C -1.501 -3.139 -4.258 -0.015
C -0.622 -4.412 -4.370 -0.444
C 0.511 -4.135 -5.391 -0.127
C 1.653 -5.218 -5.447 -0.159
C 2.254 -5.191 -4.044 -0.139
C 1.180 -5.493 -2.901 -0.435
N -0.050 -4.695 -3.012 -0.135
O -0.975 -5.006 -2.044 -0.001
C 0.927 -7.062 -2.831 -0.014
C 1.927 -5.059 -1.613 -0.050
C -1.430 -5.614 -4.992 -0.023
H -2.433 -3.311 -3.721 0.065
H -1.762 -2.782 -5.254 0.089
H -1.012 -2.297 -3.766 0.052
H 0.146 -4.102 -6.418 0.112
H 0.853 -3.108 -5.267 0.100
H 2.449 -4.926 -6.133 0.107
H 1.341 -6.213 -5.764 0.104
H 2.698 -4.204 -3.918 0.107
H 3.045 -5.941 -4.031 0.112
H 0.133 -7.474 -3.453 0.067
H 1.912 -7.517 -2.936 0.083
H 0.581 -7.342 -1.836 0.070
H 2.247 -4.020 -1.532 0.064
H 1.368 -5.326 -0.716 0.080
H 2.902 -5.533 -1.500 0.080
H -1.780 -5.411 -6.004 0.084
H -2.289 -5.972 -4.425 0.072
H -0.736 -6.441 -5.138 0.055
H -1.222 -5.925 -2.168 0.084
C 1.157 -0.661 -3.643 -0.032
C 0.782 0.092 -2.319 -0.428
C 0.097 1.394 -2.813 -0.127
C -0.648 2.016 -1.646 -0.187
C -1.717 1.058 -1.138 -0.103
C -1.106 -0.269 -0.563 -0.474
N -0.148 -0.825 -1.527 -0.097
O 0.372 -2.082 -1.207 -0.008
C -0.453 -0.116 0.829 -0.027
C -2.285 -1.233 -0.339 -0.026
C 2.078 0.376 -1.585 -0.021
H 0.395 -0.596 -4.419 0.077
H 1.325 -1.718 -3.437 0.059
H 2.071 -0.292 -4.107 0.070
H 0.782 2.131 -3.232 0.101
H -0.686 1.262 -3.560 0.118
H -1.077 2.987 -1.894 0.098
H 0.128 2.257 -0.919 0.096
H -2.432 0.801 -1.920 0.123
H -2.217 1.671 -0.389 0.076
H -1.066 0.602 1.375 0.072
H -0.469 -1.078 1.342 0.074
H 0.560 0.282 0.767 0.064
H -1.980 -2.190 0.084 0.070
H -2.937 -0.691 0.346 0.081
H -2.718 -1.348 -1.333 0.077
H 2.026 1.044 -0.725 0.062
H 2.657 0.987 -2.277 0.050
H 2.663 -0.539 -1.489 0.083
H 0.040 -2.677 -1.885 0.051
C -6.729 -5.223 2.155 -0.032
C -5.881 -3.998 1.795 -0.465
C -4.460 -4.164 2.356 -0.149
C -3.525 -5.211 1.711 -0.164
C -3.597 -4.950 0.203 -0.117
C -5.021 -4.717 -0.478 -0.464
N -5.744 -3.711 0.337 -0.078
O -6.955 -3.313 -0.240 -0.052
C -4.679 -4.130 -1.856 -0.032
C -5.729 -6.025 -0.678 -0.041
C -6.505 -2.743 2.498 -0.019
H -6.407 -6.254 2.012 0.072
H -7.704 -5.116 1.679 0.084
H -6.999 -5.093 3.203 0.079
H -3.952 -3.201 2.412 0.097
H -4.496 -4.285 3.439 0.116
H -3.897 -6.194 2.000 0.099
H -2.497 -5.183 2.072 0.110
H -3.101 -5.811 -0.245 0.111
H -2.960 -4.068 0.153 0.090
H -5.568 -3.649 -2.263 0.073
H -4.150 -3.180 -1.779 0.063
H -4.323 -4.821 -2.620 0.083
H -5.653 -6.761 0.122 0.070
H -6.799 -5.889 -0.832 0.090
H -5.363 -6.563 -1.553 0.082
H -7.416 -2.483 1.959 0.061
H -5.846 -1.890 2.334 0.072
H -6.792 -2.833 3.546 0.087
H -6.764 -2.428 -0.559 0.025
C 4.057 2.600 -4.063 -0.036
C 3.973 4.139 -4.333 -0.468
C 2.790 4.628 -3.415 -0.134
C 2.647 6.151 -3.192 -0.154
C 4.017 6.540 -2.527 -0.117
C 5.303 6.217 -3.427 -0.456
N 5.182 4.799 -3.902 -0.113
O 6.276 4.405 -4.669 -0.002
C 5.223 7.146 -4.648 -0.032
C 6.472 6.504 -2.505 -0.029
C 3.527 4.293 -5.817 -0.028
H 4.503 2.492 -3.074 0.065
H 4.810 2.044 -4.622 0.070
H 3.109 2.063 -4.081 0.066
H 1.810 4.231 -3.679 0.106
H 2.983 4.223 -2.422 0.093
H 1.833 6.426 -2.521 0.102
H 2.392 6.723 -4.084 0.097
H 4.124 6.332 -1.462 0.086
H 3.934 7.626 -2.530 0.106
H 4.254 7.057 -5.138 0.065
H 5.344 8.208 -4.432 0.081
H 6.005 6.993 -5.392 0.085
H 7.386 6.244 -3.039 0.082
H 6.531 7.590 -2.444 0.087
H 6.473 6.109 -1.489 0.070
H 3.182 5.276 -6.138 0.068
H 2.778 3.601 -6.202 0.079
H 4.402 4.019 -6.406 0.076
H 6.669 3.780 -4.056 0.080
C 5.345 -4.033 0.767 -0.048
C 4.680 -3.123 1.796 -0.439
C 3.126 -3.427 1.706 -0.102
C 2.321 -2.833 2.905 -0.163
C 2.985 -3.300 4.222 -0.152
C 4.430 -2.950 4.377 -0.514
N 5.189 -3.380 3.205 -0.106
O 6.593 -3.274 3.388 -0.009
C 4.593 -1.449 4.681 -0.015
C 4.953 -3.816 5.590 -0.033
C 4.891 -1.660 1.423 -0.036
H 5.262 -5.115 0.867 0.085
H 6.402 -3.791 0.652 0.079
H 5.014 -3.910 -0.265 0.052
H 2.712 -2.998 0.792 0.103
H 2.808 -4.469 1.674 0.113
H 1.375 -3.371 2.855 0.088
H 2.084 -1.769 2.935 0.094
H 2.952 -4.389 4.244 0.126
H 2.400 -2.821 5.007 0.103
H 5.620 -1.264 4.996 0.085
H 4.280 -0.863 3.817 0.049
H 3.949 -1.136 5.503 0.084
H 4.242 -3.835 6.417 0.078
H 5.122 -4.881 5.428 0.077
H 5.917 -3.487 5.977 0.071
H 4.720 -1.525 0.355 0.065
H 5.913 -1.321 1.592 0.094
H 4.164 -0.949 1.815 0.063
H 6.819 -4.201 3.498 0.099
C 4.511 2.443 0.990 -0.008
C 3.963 3.859 1.404 -0.448
C 2.527 4.085 0.849 -0.126
C 1.353 3.403 1.525 -0.166
C 1.389 3.732 3.038 -0.140
C 2.726 3.508 3.677 -0.465
N 3.814 4.112 2.863 -0.138
O 5.026 4.140 3.479 -0.014
C 2.675 4.258 5.033 -0.027
C 2.960 1.973 3.872 -0.015
C 4.957 4.901 0.859 -0.045
H 4.987 2.460 0.010 0.073
H 3.669 1.763 1.121 0.056
H 5.292 2.095 1.666 0.080
H 2.294 5.140 0.709 0.120
H 2.573 3.750 -0.187 0.095
H 1.442 2.325 1.392 0.076
H 0.382 3.653 1.097 0.085
H 0.696 3.042 3.520 0.105
H 0.872 4.684 3.158 0.120
H 2.565 5.311 4.772 0.081
H 1.973 3.883 5.777 0.086
H 3.654 4.402 5.491 0.071
H 2.587 1.574 4.815 0.075
H 2.412 1.439 3.097 0.059
H 3.989 1.613 3.881 0.076
H 5.048 4.877 -0.227 0.051
H 5.982 4.669 1.151 0.085
H 4.691 5.909 1.176 0.092
H 5.263 5.070 3.462 0.106
C -5.779 6.692 0.875 -0.025
C -5.008 5.429 0.381 -0.473
C -3.635 5.858 -0.177 -0.124
C -2.584 4.718 -0.230 -0.161
C -2.371 4.257 1.246 -0.118
C -3.684 3.815 1.953 -0.460
N -4.823 4.644 1.598 -0.162
O -6.022 4.223 2.109 -0.002
C -4.040 2.358 1.610 -0.016
C -3.378 4.038 3.458 -0.030
C -5.769 4.581 -0.655 -0.025
H -6.726 6.483 1.374 0.077
H -5.887 7.533 0.191 0.079
H -5.137 7.233 1.570 0.077
H -3.721 6.213 -1.204 0.116
H -3.178 6.652 0.415 0.117
H -1.683 5.096 -0.713 0.106
H -2.940 3.918 -0.879 0.089
H -1.823 5.050 1.755 0.116
H -1.679 3.416 1.217 0.090
H -3.906 2.354 0.528 0.054
H -3.428 1.575 2.057 0.063
H -5.057 2.021 1.807 0.068
H -2.387 3.697 3.760 0.063
H -3.273 5.102 3.671 0.084
H -4.044 3.571 4.184 0.077
H -5.351 3.591 -0.844 0.063
H -5.685 5.146 -1.583 0.082
H -6.834 4.399 -0.515 0.078
H -6.168 4.818 2.848 0.107
C 8.953 -0.282 -5.241 -0.020
C 8.854 -0.697 -3.683 -0.473
C 8.675 0.569 -2.880 -0.155
C 7.249 1.134 -2.951 -0.172
C 6.286 -0.008 -2.518 -0.092
C 6.334 -1.339 -3.425 -0.461
N 7.761 -1.689 -3.546 -0.120
O 7.940 -2.898 -4.253 -0.014
C 5.592 -2.473 -2.648 -0.034
C 5.691 -1.061 -4.759 -0.025
C 10.186 -1.337 -3.265 -0.039
H 8.488 0.608 -5.665 0.067
H 8.560 -1.103 -5.841 0.069
H 10.001 -0.148 -5.508 0.067
H 8.965 0.343 -1.854 0.115
H 9.464 1.280 -3.124 0.124
H 7.019 1.479 -3.959 0.082
H 7.136 1.995 -2.293 0.107
H 5.308 0.456 -2.645 0.082
H 6.514 -0.211 -1.472 0.114
H 5.552 -3.446 -3.137 0.074
H 6.106 -2.713 -1.718 0.060
H 4.553 -2.339 -2.347 0.068
H 4.666 -0.777 -4.517 0.074
H 6.232 -0.230 -5.211 0.070
H 5.692 -1.914 -5.438 0.089
H 10.993 -0.612 -3.371 0.085
H 10.365 -2.295 -3.753 0.081
H 10.164 -1.509 -2.189 0.080
H 8.177 -3.550 -3.590 0.102
C -7.584 1.266 -1.936 -0.016
C -7.401 0.334 -0.744 -0.488
C -7.521 1.074 0.586 -0.129
C -8.961 1.473 0.990 -0.137
C -9.732 0.117 0.986 -0.132
C -9.860 -0.632 -0.361 -0.534
N -8.483 -0.687 -0.879 -0.094
O -8.420 -1.423 -2.119 -0.005
C -10.273 -2.054 -0.048 -0.034
C -10.820 0.045 -1.303 -0.025
C -6.050 -0.311 -0.758 -0.030
H -8.606 1.646 -1.931 0.066
H -7.685 0.743 -2.887 0.087
H -6.910 2.116 -2.035 0.074
H -7.081 0.578 1.451 0.117
H -7.022 2.033 0.443 0.091
H -9.456 2.136 0.281 0.104
H -9.061 1.837 2.013 0.111
H -10.693 0.420 1.401 0.117
H -9.257 -0.624 1.629 0.110
H -9.456 -2.712 0.250 0.070
H -11.031 -2.090 0.734 0.090
H -10.617 -2.539 -0.962 0.084
H -11.855 0.118 -0.968 0.091
H -10.447 1.063 -1.419 0.062
H -10.780 -0.434 -2.281 0.087
H -5.712 -0.902 -1.610 0.091
H -6.004 -1.104 -0.012 0.065
H -5.291 0.469 -0.695 0.088
H -8.084 -2.256 -1.779 0.066
```

Results
Lowest unoccupied orbital energy: 0.477 eV
Gap between HOMO and LUMO: 0.3034 hartree
Max |F|: 3.17 eV Å⁻¹
Energy relative to the best compared isomer or geometry (same formula, charge and spin): 466.5 kJ/mol